(1)
Molecular formula: C22H21Cl3GeNO5PRe
Method: DFT, ωB97M-V with the def2-TZVPD basis set

Computed properties:
Frontier orbital gap   7.30 eV
Net charge   +3
LUMO level   -10.290 eV

Structure (XYZ):
```
55
Properties=species:S:1:pos:R:3:forces:R:3
Re -0.371 -0.136 -0.235 0.0 0.6 -0.1
O 1.569 -0.950 3.401 0.0 0.0 0.1
C 0.770 -0.804 2.414 -0.2 0.0 -0.1
O 1.119 -0.460 1.271 0.1 -0.1 -0.1
C -0.682 -1.083 2.707 0.0 -0.1 0.1
O -1.336 -1.022 1.434 -0.1 0.0 0.1
C -2.712 -0.553 1.254 -0.1 -0.1 0.0
C -2.544 0.150 -0.085 0.2 0.0 0.1
O -3.411 0.707 -0.657 -0.1 0.0 0.0
O -0.511 1.634 1.056 0.1 0.0 0.4
H 2.508 -0.791 3.182 0.0 0.0 0.0
H -1.083 -0.350 3.413 0.0 0.0 0.0
H -0.788 -2.082 3.138 0.0 0.0 0.0
H -3.020 0.130 2.051 0.0 0.0 0.0
H -3.401 -1.398 1.206 0.0 0.0 0.0
N 1.503 0.030 -1.407 0.1 0.1 0.0
C 1.619 0.683 -2.722 -0.1 -0.1 0.1
C 2.649 0.389 -3.588 -0.1 0.1 0.0
C 2.648 1.028 -4.827 0.1 0.0 0.0
C 1.648 1.928 -5.168 0.0 0.0 0.0
C 0.623 2.220 -4.277 0.0 0.0 0.0
C 0.617 1.581 -3.043 0.1 -0.1 0.1
P -0.486 1.875 -1.678 0.0 0.1 -0.4
C 0.359 3.051 -0.615 -0.2 0.0 0.0
C 1.055 4.177 -1.043 0.1 0.1 0.0
C 1.527 5.073 -0.091 0.0 0.0 -0.1
C 1.294 4.856 1.262 0.0 0.0 0.1
C 0.613 3.722 1.706 0.1 0.0 0.0
C 0.181 2.857 0.733 -0.1 -0.2 0.0
C -2.014 2.567 -2.236 0.0 0.0 -0.1
C -2.589 3.654 -1.576 0.0 0.0 0.0
C -3.810 4.143 -2.014 0.0 0.0 0.0
C -4.449 3.552 -3.096 0.0 0.0 0.0
C -3.871 2.472 -3.760 0.0 0.0 0.0
C -2.654 1.977 -3.332 0.0 0.0 0.0
H 2.169 0.462 -0.762 0.0 0.0 0.0
H 1.817 -0.936 -1.517 0.0 0.0 0.0
H 3.427 -0.320 -3.334 0.0 0.0 0.0
H 3.437 0.808 -5.534 0.0 0.0 0.0
H 1.665 2.405 -6.139 0.0 0.0 0.0
H -0.156 2.924 -4.540 0.0 0.0 0.0
H 1.220 4.358 -2.098 0.0 0.0 0.0
H 2.075 5.950 -0.405 0.0 0.0 0.0
H 1.655 5.571 1.990 0.0 0.0 0.0
H 0.446 3.544 2.761 0.0 0.0 0.0
H -1.349 1.844 1.492 0.0 0.1 -0.1
H -2.085 4.133 -0.745 0.0 0.0 0.0
H -4.259 4.993 -1.518 0.0 0.0 0.0
H -5.400 3.940 -3.434 0.0 0.0 0.0
H -4.369 2.030 -4.612 0.0 0.0 0.0
H -2.197 1.152 -3.872 0.0 0.0 0.0
Cl -0.617 -1.356 -4.135 0.0 0.0 0.0
Ge -1.399 -1.260 -2.199 0.1 -0.1 0.0
Cl 0.026 -2.472 -0.792 0.1 -0.3 -0.1
Cl -3.235 -2.241 -2.138 -0.1 0.0 0.0
```
Positions in Å, forces in eV/Å.

Atomic partial charges in e from the Mulliken method, atoms 1 to 8: 1.698, -0.388, 0.528, -0.552, -0.459, -0.416, -0.457, 0.239


(2)
Molecular formula: C22H21ClN3O4PtSe2
Method: DFT, ωB97M-V with the def2-TZVPD basis set

Computed properties:
Frontier orbital gap   8.02 eV
Net charge   +1
LUMO level   -2.913 eV

Structure (XYZ):
```
54
Properties=species:S:1:pos:R:3:forces:R:3
Pt 0.525 -1.078 0.881 0.4 -0.3 0.1
Se 2.817 -3.220 1.123 0.0 -0.2 -0.3
Se 4.289 -1.501 0.753 0.1 0.2 0.1
C 3.331 0.124 1.144 0.0 0.0 -0.1
C 4.166 1.188 1.467 0.0 0.0 0.0
C 3.636 2.453 1.619 0.0 0.0 0.0
C 2.271 2.631 1.452 0.0 0.0 0.0
C 1.492 1.536 1.157 0.0 0.0 0.0
N 2.012 0.296 1.005 0.0 0.1 0.0
C 2.009 -3.062 -0.624 0.0 0.0 0.0
C 2.294 -3.930 -1.655 0.0 0.0 0.0
C 1.708 -3.709 -2.896 0.0 0.0 0.0
C 0.865 -2.626 -3.062 0.0 0.0 0.0
C 0.610 -1.794 -1.984 0.1 0.0 -0.1
N 1.176 -2.020 -0.792 -0.2 0.1 0.1
H 5.224 1.008 1.599 0.0 0.0 0.0
H 4.279 3.288 1.866 0.0 0.0 0.0
H 1.808 3.601 1.554 0.0 0.0 0.0
H 0.420 1.608 1.012 0.0 0.0 0.0
H 2.971 -4.756 -1.489 0.0 0.0 0.0
H 1.917 -4.378 -3.720 0.0 0.0 0.0
H 0.389 -2.418 -4.009 0.0 0.0 0.0
H -0.079 -0.956 -2.041 0.0 0.0 0.0
O -1.955 -0.036 -1.799 0.0 0.0 0.0
C -2.312 0.376 -0.699 0.1 -0.1 -0.1
O -1.618 0.868 0.239 -0.1 0.2 0.2
C -3.832 0.275 -0.379 0.0 0.0 0.0
N -3.988 0.871 0.999 0.0 0.0 0.1
C -4.838 2.100 0.897 0.0 0.0 0.0
C -4.705 2.494 -0.567 0.0 0.0 0.0
C -4.703 1.144 -1.282 0.0 0.0 0.0
H -4.121 -0.774 -0.370 0.0 0.0 0.0
H -2.964 1.089 1.190 0.0 0.0 0.0
H -4.328 0.206 1.691 0.0 0.0 0.0
H -4.486 2.846 1.606 0.0 0.0 0.0
H -5.861 1.822 1.146 0.0 0.0 0.0
H -3.755 3.008 -0.728 0.0 0.0 0.0
H -5.508 3.155 -0.884 0.0 0.0 0.0
H -4.286 1.183 -2.286 0.0 0.0 0.0
H -5.715 0.741 -1.345 0.0 0.0 0.0
Cl -6.694 -1.095 4.988 0.0 0.0 0.0
C -5.140 -1.222 4.248 0.0 0.0 0.0
C -4.095 -0.433 4.716 0.0 0.0 0.0
C -2.855 -0.524 4.109 0.0 0.0 0.0
C -2.665 -1.399 3.044 0.0 0.0 0.0
C -3.712 -2.201 2.595 0.0 0.0 0.0
C -4.957 -2.113 3.196 0.0 0.0 0.0
C -1.391 -1.396 2.310 0.1 0.1 -0.1
O -1.234 -2.096 1.255 0.0 0.0 0.2
O -0.435 -0.617 2.638 -0.4 0.0 -0.1
H -4.262 0.240 5.546 0.0 0.0 0.0
H -2.030 0.089 4.447 0.0 0.0 0.0
H -3.544 -2.883 1.772 0.0 0.0 0.0
H -5.782 -2.728 2.864 0.0 0.0 0.0
```
Positions in Å, forces in eV/Å.

Atomic partial charges in e from the Mulliken method, atoms 1 to 8: 0.996, -0.024, 0.023, 0.560, -0.645, -0.307, -0.988, 0.016